No. 1
C9H36F2FeN19O13S2 as an isolated structure at a distorted geometry. Source: the OMol25 dataset; level of theory: ωB97M-V/def2-TZVPD.

relative energy (zero: lowest compared OMol25 entry of this formula, charge and spin) = 295.7 kcal/mol
gap between HOMO and LUMO (spin up / spin down) = 2.4337 / 1.1180 eV
total energy = -4642.17545 hartree
max |F| = 0.1964 hartree/bohr
multiplicity = 9
HOMO (spin up / spin down) = -6.05 / -10.42 eV
net charge = +1

Last column: Löwdin spin population.
Positions of all 82 atoms, in Å:
Fe: 4.043 -14.284 10.957  4.92
N: 6.422 -15.134 8.532  0.72
S: 7.665 -14.269 8.183  0.16
O: 7.484 -13.183 7.193  0.33
O: 8.972 -14.837 8.342  0.29
F: 7.687 -13.392 9.510  0.01
S: 6.808 -16.320 7.355  0.18
O: 8.033 -17.135 7.641  0.12
O: 6.483 -15.922 5.972  0.14
F: 5.666 -17.331 7.768  0.00
C: 10.199 -8.423 10.963  0.00
O: 9.642 -8.014 11.956  0.00
N: 11.284 -9.157 11.048  0.00
N: 9.702 -8.404 9.777  0.00
H: 11.956 -9.421 10.342  0.00
H: 11.463 -9.225 12.040  0.00
H: 10.294 -8.868 9.104  0.00
H: 9.036 -7.707 9.473  0.00
C: 6.394 -12.999 15.178  0.00
O: 5.906 -12.989 14.038  0.03
N: 6.923 -11.942 15.686  0.00
N: 6.398 -13.972 15.903  0.00
H: 7.025 -12.012 16.688  0.00
H: 7.045 -11.066 15.198  0.00
H: 6.852 -13.821 16.793  0.00
H: 5.938 -14.811 15.579  0.00
C: 13.476 -19.485 5.751  0.00
O: 13.312 -18.345 5.295  0.00
N: 12.933 -20.013 6.811  0.00
N: 14.323 -20.336 5.291  0.00
H: 13.418 -20.709 7.359  0.00
H: 12.109 -19.517 7.119  0.00
H: 14.510 -21.242 5.696  0.00
H: 14.924 -20.075 4.524  0.00
C: 0.320 -17.767 9.927  0.00
O: 1.044 -16.727 9.796  0.02
N: -0.313 -18.476 9.052  0.00
N: -0.103 -18.084 11.126  0.00
H: -0.087 -18.359 8.075  0.00
H: -0.848 -19.219 9.479  0.00
H: -0.882 -18.638 11.451  0.00
H: 0.603 -17.706 11.743  0.00
C: 4.754 -18.971 12.988  0.00
O: 4.776 -17.765 12.984  0.02
N: 5.254 -19.762 12.107  0.00
N: 4.259 -19.687 14.007  0.00
H: 5.604 -19.314 11.272  0.00
H: 5.494 -20.706 12.373  0.00
H: 4.263 -20.697 14.025  0.00
H: 3.826 -19.308 14.837  0.00
C: 3.404 -17.473 -0.221  0.00
O: 3.080 -17.164 -1.311  0.00
N: 2.720 -18.208 0.480  0.00
N: 4.387 -17.013 0.478  0.00
H: 3.041 -18.490 1.395  0.00
H: 1.887 -18.455 -0.036  0.00
H: 5.164 -16.561 0.017  0.00
H: 4.536 -17.354 1.417  0.00
C: 3.567 -9.554 10.307  0.00
O: 3.340 -10.715 9.976  0.03
N: 2.681 -8.600 10.225  0.00
N: 4.535 -9.073 10.989  0.00
H: 3.050 -7.703 10.505  0.00
H: 1.767 -8.771 9.831  0.00
H: 5.038 -9.741 11.554  0.00
H: 4.461 -8.097 11.241  0.00
C: 14.668 -14.561 9.678  0.00
O: 15.723 -14.673 10.232  0.00
N: 13.688 -15.481 9.673  0.00
N: 14.359 -13.545 8.950  0.00
H: 12.887 -15.330 9.077  0.00
H: 13.887 -16.324 10.193  0.00
H: 14.944 -12.721 8.941  0.00
H: 13.685 -13.552 8.197  0.00
C: 7.224 -21.732 3.545  0.09
O: 8.344 -21.472 3.965  0.79
N: 6.150 -21.866 4.203  0.02
N: 6.922 -21.836 2.299  0.09
H: 5.363 -22.244 3.696  0.00
H: 6.172 -21.619 5.182  0.00
H: 7.649 -22.013 1.620  0.00
H: 5.951 -21.681 2.068  0.01



No. 2
A 3-piece molecular cluster, H5O2S overall. Source: the OMol25 dataset; level of theory: ωB97M-V/def2-TZVPD.

relative energy (zero: lowest compared OMol25 entry of this formula, charge and spin) = 21.6 kcal/mol
gap between HOMO and LUMO = 5.2574 eV
total energy = -551.68762 hartree
max |F| = 0.0069 hartree/bohr
HOMO = -2.47 eV
net charge = -1

Last column: Löwdin charge in e.
Positions of all 8 atoms, in Å:
S: 1.246 1.659 -2.739  -0.46
H: 1.848 2.302 -3.737  -0.53
H: -2.102 -1.164 -4.038  0.04
H: -3.471 -1.296 -3.386  0.02
O: -2.788 -1.807 -3.824  -0.07
H: 1.280 0.637 5.559  0.04
H: 2.399 -0.368 5.918  0.03
O: 1.587 0.037 6.247  -0.07



No. 3
One molecule with the formula C3HF5O3S at a distorted geometry. Source: the OMol25 dataset; level of theory: ωB97M-V/def2-TZVPD.

relative energy (zero: lowest compared OMol25 entry of this formula, charge and spin) = 44.8 kcal/mol
gap between HOMO and LUMO (spin up / spin down) = 8.8791 / 8.8797 eV
total energy = -1238.03352 hartree
max |F| = 0.0641 hartree/bohr
HOMO (spin up / spin down) = -10.28 / -10.28 eV
net charge = 0

Last column: Löwdin charge in e.
Positions of all 13 atoms, in Å:
C: 0.497 0.302 -0.591  -0.25
C: -1.530 -0.156 0.382  -0.24
C: -2.761 -0.858 -0.139  -0.64
O: -1.624 2.525 1.003  -0.20
O: -2.330 1.850 -1.264  -0.20
O: 0.141 1.520 -0.562  -0.09
F: 0.454 -0.348 -1.733  0.13
F: -1.431 -0.233 1.724  0.04
F: -2.908 -2.086 0.361  0.17
F: -3.886 -0.181 0.157  0.14
F: -2.711 -0.965 -1.466  0.16
S: -1.612 1.615 -0.074  0.80
H: 1.165 -0.160 0.134  0.16